No. 1
Entry from the Open Molecules 2025 dataset: C8H28CoN9O6 as an isolated structure at a distorted geometry (ωB97M-V/def2-TZVPD).

Last column: Löwdin spin population.
Geometry (Å):
Co -0.54661 -1.49055 -1.96343  2.7917
O 2.46468 2.73062 -0.99557  0.0001
O 0.18618 0.20165 -2.98627  0.0368
O 1.34286 -2.34171 -2.61649  0.0190
O -2.49465 -0.41660 -1.64888  0.0170
O -1.81389 0.32912 4.00225  0.0001
O 0.18350 -0.68565 -0.31092  0.1102
N 1.75468 1.43368 -3.89987  0.0015
N 2.90929 -0.86865 -1.79825  -0.0005
N 3.40887 2.65946 1.01466  0.0001
N 3.59752 -2.57170 -2.75711  0.0009
N -1.91885 1.27114 -0.24927  -0.0003
N -0.48426 -2.41582 1.80129  0.0030
N -0.16686 1.52466 -4.77627  0.0002
N -3.76472 1.32430 -1.16310  0.0007
N 1.68445 1.48137 0.64189  0.0020
C 2.50401 -1.90963 -2.45242  0.0021
C -2.67865 0.63942 -1.06539  0.0016
C -1.12777 -0.35724 2.87745  0.0003
C -1.37276 -2.58214 4.09080  0.0001
C 2.49996 2.31637 0.12814  0.0002
C 0.59237 0.97486 -3.86260  0.0057
C -3.24594 0.26234 3.94936  0.0000
C -1.38485 -1.76550 2.71523  0.0002
H -2.19756 -2.17797 4.67770  0.0000
H -1.61025 -3.62767 3.89443  0.0000
H -1.01076 0.83364 -0.18566  0.0000
H 0.15760 2.25605 -5.39261  0.0001
H -3.61909 0.52979 4.93796  0.0000
H 3.21430 2.31432 1.94372  0.0000
H 0.34172 -2.33645 2.37710  0.0000
H -3.57570 1.00866 3.22662  0.0000
H 1.95496 2.17520 -4.55570  0.0002
H 4.57534 -2.37851 -2.59388  0.0002
H -2.37222 -1.81310 2.25596  0.0000
H -2.34845 2.05436 0.22202  0.0000
H 1.79917 1.06276 1.55386  0.0001
H -0.05774 -0.21979 3.03315  0.0000
H -0.24279 -1.79631 1.04103  0.0001
H 4.10609 3.37648 0.87373  0.0000
H 0.96617 -0.61811 0.26993  0.0056
H 3.39096 -3.43013 -3.24754  0.0000
H 3.82072 -0.43514 -1.75989  0.0000
H -1.15208 1.44350 -4.56926  0.0000
H -3.90313 2.19791 -0.67548  0.0002
H -0.44225 -2.38549 4.62333  0.0000
H 2.17357 -0.52754 -1.19620  -0.0002
H 0.90749 1.23020 0.04746  0.0007
H 2.41093 0.97202 -3.28643  0.0001
H -1.42324 0.20372 1.99082  0.0001
H -4.27084 1.05262 -1.99384  0.0000
H -3.72147 -0.70885 3.81241  0.0000

Calculated values
net charge: +1
total energy: -2648.4437 a.u.
maximum force: 6.0 eV/A
highest occupied orbital energy (spin up / spin down): -0.417 / -0.417 Ha
multiplicity: 4
energy above the lowest of the compared OMol25 structures with the same formula, charge and spin: 53.37 kcal/mol



No. 2
Entry from the Open Molecules 2025 dataset: a 6-piece molecular cluster, C8H28INO7 overall at a distorted geometry (ωB97M-V/def2-TZVPD).

Last column: Löwdin charge in e.
Geometry (Å):
I 0.62985 -3.74089 1.39639  -0.4289
O 2.19214 0.80498 -0.91255  -0.0946
O -1.80485 0.30459 1.28512  -0.0932
O 2.12759 3.46415 0.54619  -0.0826
O -2.23237 1.07411 -1.63309  -0.0760
O 2.43028 1.67889 2.63873  -0.0754
O 0.24182 1.18272 4.52823  -0.0706
O -1.20450 -2.22476 -2.82938  -0.1172
N -0.03394 -0.98815 -0.56553  0.2148
C 1.14149 2.99964 -0.37046  -0.2491
C -3.01302 0.73666 0.63306  -0.2120
C 1.24113 0.20173 4.15657  -0.2243
C 1.75460 2.10372 -1.40995  -0.2080
C -0.59344 -4.58817 -2.95088  -0.0883
C -2.80628 1.73189 -0.49467  -0.2286
C -0.30591 -3.18306 -3.43080  -0.2937
C 1.66826 0.46585 2.74916  -0.2224
H -2.07405 -2.33809 -3.22019  0.0937
H 0.78201 -0.33029 -0.57925  0.0830
H 2.29223 -0.39733 2.46775  0.1201
H 0.26766 -1.85335 -0.00987  -0.1524
H -0.84762 -0.48935 -0.11383  0.0858
H -0.59578 -4.59586 -1.86081  0.0500
H -3.63742 1.23929 1.38271  0.1256
H 0.72657 -2.92762 -3.20103  0.1112
H -1.53505 -4.95106 -3.36535  0.0729
H 2.62604 2.62326 -1.82850  0.1238
H 0.36148 2.48523 0.20911  0.1092
H -3.78689 2.12924 -0.78585  0.1234
H 2.27650 2.77569 1.24315  0.0493
H 1.11868 1.94564 -2.29415  0.1171
H -2.39888 1.59032 -2.42477  0.0851
H 0.07654 1.12015 5.47405  0.0808
H 3.10661 1.68605 3.32221  0.1020
H 0.74498 3.88028 -0.87930  0.1220
H -2.15535 2.54294 -0.14366  0.1132
H 0.84592 -0.81082 4.26727  0.1198
H -1.65608 0.87430 2.04654  0.0932
H -0.27094 -1.25805 -1.54129  0.0802
H -0.42376 -3.15757 -4.52250  0.1100
H -3.58622 -0.13562 0.31655  0.1293
H 0.83982 0.49313 2.05260  0.0986
H 0.18736 -5.27268 -3.29243  0.0798
H 3.14950 0.83480 -0.86282  0.0988
H 2.13326 0.27343 4.80750  0.1250

Calculated values
total energy: -1200.6981 a.u.
maximum force: 1.4 eV/A
highest occupied orbital energy: -0.253 Ha
energy above the lowest of the compared OMol25 structures with the same formula, charge and spin: 0.00 kcal/mol



No. 3
Entry from the Open Molecules 2025 dataset: C8H28INO8 as an isolated structure at a distorted geometry (ωB97M-V/def2-TZVPD).

Last column: Löwdin charge in e.
Geometry (Å):
I 3.22421 0.54934 1.19443  0.2442
O 0.88600 -4.21073 -0.95709  -0.0432
O -2.65617 -1.36939 0.68954  -0.0323
O 0.28497 -1.30660 -0.57773  -0.0563
O 0.55148 1.53735 3.00026  -0.1176
O 1.41293 2.92840 -1.20675  -0.0472
O -1.19766 1.36986 0.65545  -0.0732
O -0.30561 0.48332 -2.14179  -0.1282
O 0.66388 -1.10610 1.67537  -0.1830
N 0.51345 0.48825 -0.06785  0.0373
C -0.41426 1.88853 -2.35694  -0.1823
C -3.03184 -0.18209 0.11421  -0.2345
C -0.45153 0.50344 3.20084  -0.1980
C 0.87528 2.67853 -2.45276  -0.2437
C 1.83358 -3.20863 -0.59773  -0.1834
C 0.16095 -0.95881 2.95709  -0.2170
C -1.85521 0.70778 -0.37990  -0.2119
C 1.45083 -1.79337 -1.18432  -0.1352
H 2.18060 -0.98472 -1.14386  0.0861
H 0.64902 -0.50619 -0.18102  -0.2697
H 0.12521 0.10051 -2.90954  0.1394
H -1.10840 2.32676 -1.63984  0.1136
H 1.28603 -1.79112 -2.26179  0.1219
H -0.19418 0.51632 0.65227  0.0152
H 0.65866 3.70356 -2.75355  0.1284
H 0.16287 -3.90720 -0.40340  0.0729
H -2.95994 -1.46413 1.59527  0.0985
H 0.95141 -1.13409 3.68684  0.1162
H -1.60687 2.20952 0.87710  0.1555
H 2.32515 3.18415 -1.36182  0.1013
H 1.83986 -3.08900 0.48567  0.1145
H 0.32373 0.83493 -0.99732  -0.0042
H -1.21317 -0.01881 -0.87784  0.1003
H -0.67803 -1.62851 3.14608  0.1068
H -0.45001 -1.90201 -0.74171  0.1597
H -0.91551 0.55970 4.18556  0.1049
H 2.84257 -3.44215 -0.93759  0.1256
H -3.67507 -0.39382 -0.73992  0.1163
H 1.46039 2.20488 -3.24105  0.1306
H -1.25879 0.61488 2.47696  0.0789
H 1.38085 1.11075 3.22779  -0.0134
H -2.25914 1.30384 -1.19823  0.1191
H -0.92504 2.04938 -3.30632  0.1381
H 1.25923 1.03370 0.34008  -0.1165
H -3.72596 0.32698 0.78291  0.1221
H 1.57940 -0.81727 1.67396  -0.1566

Calculated values
total energy: -1275.5123 a.u.
maximum force: 17.5 eV/A
highest occupied orbital energy: -0.255 Ha
energy above the lowest of the compared OMol25 structures with the same formula, charge and spin: 262.73 kcal/mol



No. 4
Entry from the Open Molecules 2025 dataset: C8H28N2O5 as an isolated structure at a distorted geometry (ωB97M-V/def2-TZVPD).

Last column: Löwdin charge in e.
Geometry (Å):
O 0.12180 -7.57244 -12.54251  0.0014
O 0.07178 -6.60216 -14.46647  -0.2200
O -0.53407 -3.31525 -15.26738  -0.1805
O -3.27647 -8.79925 -16.08207  -0.1861
O 2.05948 -6.87717 -13.94632  -0.0995
N -2.45799 -5.83873 -17.04766  -0.0707
N -1.42345 -6.67764 -15.67224  -0.0785
C -2.01709 -8.75372 -16.79207  -0.1739
C -4.33786 -9.29010 -16.88181  -0.1046
C -3.57133 -4.71418 -14.98605  0.0167
C -0.91310 -4.72524 -15.44973  -0.1937
C -0.97619 -8.05111 -15.90809  -0.2504
C 0.69565 -3.03654 -14.67193  -0.1183
C -2.31985 -4.71287 -16.08969  -0.2581
C -0.62580 -8.87451 -14.66250  -0.0016
H 1.13516 -7.07467 -13.79519  -0.1047
H -1.82211 -5.78350 -17.83041  0.1251
H -1.08723 -5.12547 -14.45093  0.1409
H -4.15995 -10.36123 -16.97745  0.0853
H 2.05194 -6.18324 -14.60560  0.0212
H -3.32502 -5.75172 -17.55834  0.1070
H 0.55496 -3.20346 -13.60401  0.0862
H 1.49294 -3.69514 -15.01644  0.0832
H -5.19734 -9.17628 -16.22117  0.0887
H 0.34035 -8.57257 -14.25817  0.0814
H -4.47426 -8.82026 -17.85584  0.0865
H -1.23004 -8.77134 -13.76120  0.0931
H 0.22711 -8.34607 -11.98876  0.1305
H -0.04655 -7.09268 -13.65307  -0.1331
H -4.53527 -4.98154 -15.41899  0.0657
H -0.82560 -7.46215 -12.62308  0.1069
H -2.39301 -3.81815 -16.70794  0.1343
H -3.33950 -5.43016 -14.19755  0.0645
H -0.12156 -5.26453 -15.97004  0.1593
H -2.43265 -6.65462 -15.70537  0.0967
H -0.66446 -6.86903 -15.01691  -0.2834
H -1.22762 -5.93718 -16.33064  0.0220
H -0.56078 -9.92032 -14.96276  0.0995
H -3.71241 -3.81020 -14.39359  0.0718
H -0.13212 -8.00083 -16.59593  0.1722
H 0.97981 -1.98639 -14.73931  0.0833
H -2.07202 -8.27618 -17.77035  0.1154
H -1.60672 -9.75566 -16.91776  0.1187

Calculated values
total energy: -806.6411 a.u.
maximum force: 11.0 eV/A
highest occupied orbital energy: -0.234 Ha
energy above the lowest of the compared OMol25 structures with the same formula, charge and spin: 404.92 kcal/mol



No. 5
Entry from the Open Molecules 2025 dataset: a 6-piece molecular cluster, C8H28O10 overall at a distorted geometry (ωB97M-V/def2-TZVPD).

Last column: Löwdin charge in e.
Geometry (Å):
O 22.35100 12.83900 -15.39600  -0.0131
O 24.97800 10.39400 -18.03300  -0.1121
O 27.89100 10.13100 -14.79500  -0.0880
O 24.24900 14.28900 -18.29100  -0.1223
O 27.11000 8.71400 -20.14800  -0.0653
O 25.90500 15.83500 -12.75600  -0.0529
O 27.61700 14.58800 -15.69900  -0.1111
O 26.47200 12.70600 -17.63000  -0.0357
O 25.27700 9.71500 -15.50100  0.0014
O 28.45000 6.59500 -15.82500  -0.0367
C 26.44400 14.96600 -14.92600  -0.2261
C 25.50900 9.27800 -18.64400  -0.2470
C 26.62700 9.85300 -19.52300  -0.2435
C 27.80300 7.80600 -15.46900  -0.2479
C 26.80600 15.85100 -13.79300  -0.3205
C 28.63400 9.09400 -15.39800  -0.2420
C 23.20800 12.98200 -16.47200  -0.2894
C 23.17000 14.25400 -17.32400  -0.2300
H 22.80300 13.21100 -14.67100  0.0637
H 25.05300 15.77300 -13.27800  0.1128
H 27.09400 7.94100 -16.32600  0.0997
H 23.14000 15.23200 -16.76200  0.1189
H 24.92700 8.88900 -15.27200  0.0418
H 25.89800 8.49300 -18.04400  0.0925
H 26.82400 13.13100 -16.83900  0.0192
H 25.22100 9.78700 -16.43500  -0.0243
H 27.41400 10.38700 -18.96200  0.1283
H 29.48500 8.95800 -14.76200  0.1113
H 26.23300 14.04300 -14.46300  0.1070
H 25.13600 13.90700 -18.01300  0.0551
H 28.24100 14.03700 -15.09900  0.1516
H 25.67100 15.48500 -15.59000  0.1594
H 28.32800 6.59700 -16.74800  0.0523
H 27.00100 10.21400 -15.18500  0.0333
H 24.79900 8.60900 -19.20100  0.1470
H 28.96600 9.35000 -16.43900  0.1264
H 26.79700 16.86600 -14.20100  0.1259
H 24.23100 12.89400 -16.10900  0.0969
H 27.27000 7.69700 -14.55500  0.1119
H 27.68300 15.66700 -13.22300  0.1231
H 23.11500 12.13200 -17.15900  0.1140
H 22.25300 14.18100 -17.98800  0.1301
H 26.35900 10.59800 -20.28700  0.1329
H 24.33200 10.80100 -18.67100  0.1542
H 25.98300 11.95900 -17.29900  0.0035
H 26.56100 8.51000 -20.90800  0.0934

Calculated values
total energy: -1073.8439 a.u.
maximum force: 4.0 eV/A
highest occupied orbital energy: -0.362 Ha
energy above the lowest of the compared OMol25 structures with the same formula, charge and spin: 63.25 kcal/mol